A molecular structure, C23H25FeN2OS at a distorted geometry, computed with the ωB97M-V functional and the def2-TZVPD basis.

```
53
Properties=species:S:1:pos:R:3:forces:R:3:mulliken_charge:R:1
C 2.1985 0.0481 0.8378 2.08 0.31 -0.91 -0.3261
C 2.2174 -0.6798 -0.4096 1.13 0.83 0.26 -1.1226
C 1.7545 0.2037 -1.4250 0.90 0.01 -0.41 0.4266
H 2.5924 -1.6954 -0.5422 -0.33 0.40 0.04 0.5384
C 1.5209 1.4831 -0.8499 0.26 -0.41 0.88 0.3455
C 1.7897 1.3907 0.5478 0.91 0.25 -0.98 -1.4370
H 1.2883 2.4057 -1.3719 -0.18 -0.31 0.08 0.4564
C -1.3352 -1.5780 1.2405 -0.29 -1.15 -1.93 -1.5133
C -0.1485 -2.2295 0.7403 -1.38 -1.49 -0.50 -0.7702
C -0.2260 -2.1797 -0.7137 -0.72 -0.95 0.15 -0.6562
H 0.5634 -2.8139 1.3261 -0.28 0.28 -0.24 0.6015
C -1.4032 -1.4815 -1.1006 0.12 -0.64 1.53 0.8693
C -2.0679 -1.0804 0.1156 1.28 -0.70 0.05 -0.7311
H 1.8010 0.0121 -2.5040 -0.41 -0.10 0.54 0.3780
H 1.7965 2.2428 1.2242 -0.27 -0.52 -0.08 0.5824
H 2.6034 -0.3063 1.7793 -0.32 0.05 -0.10 0.4806
H -2.9756 -0.5140 0.1465 -0.26 0.15 0.20 0.4427
H 0.3908 -2.7660 -1.4036 -0.03 0.60 0.45 0.5519
H -1.7140 -1.6347 2.2296 0.12 0.38 0.69 0.7768
Fe 0.2522 -0.2912 0.3392 -1.76 1.25 -0.30 0.0543
C -1.9818 -1.3167 -2.4803 0.18 0.55 -0.04 2.5468
C -3.4916 -1.5890 -2.4542 -0.09 -0.20 -0.12 -1.9431
C -1.2939 -2.2620 -3.4659 -0.12 -0.03 -0.08 -2.0588
H -3.6889 -2.6127 -2.1142 0.06 0.18 0.04 0.4435
H -3.8953 -1.4689 -3.4617 0.03 -0.03 0.21 0.4897
H -4.0187 -0.8960 -1.7929 0.05 -0.07 -0.06 0.3298
H -1.4859 -3.3037 -3.1821 0.07 0.16 -0.08 0.4473
H -0.2105 -2.1015 -3.4955 -0.11 0.02 -0.02 0.2892
H -1.7008 -2.0945 -4.4666 0.07 -0.07 0.07 0.4633
C -1.6785 0.1479 -2.8567 -0.04 0.18 -0.22 -0.3315
C -2.2164 0.6494 -4.1926 0.37 0.21 -0.06 0.0868
H -0.5865 0.2650 -2.8675 -0.20 -0.01 0.05 -0.5144
H -2.0566 0.8395 -2.0794 0.06 -0.28 -0.21 0.5870
O -3.1226 0.1416 -4.8282 0.15 0.08 0.12 -0.6693
N -1.5813 1.7726 -4.6575 -0.24 0.28 0.06 -0.0260
C -0.4238 2.4467 -4.0930 -0.28 -0.10 0.17 -1.1319
H -1.9680 2.1466 -5.5135 0.04 -0.14 0.07 0.2855
C 0.8988 1.8602 -4.5416 0.16 -0.13 -0.28 0.7601
C 2.0798 2.4918 -4.1555 0.00 -0.14 -0.06 -0.1965
H 2.0075 3.3882 -3.5421 0.17 -0.09 -0.08 0.4541
C 3.3141 1.9885 -4.5520 -0.13 0.05 0.03 -0.6848
H 4.2227 2.4930 -4.2373 -0.08 -0.09 -0.07 0.3949
C 3.3780 0.8488 -5.3532 -0.03 -0.06 0.02 -0.4870
H 4.3411 0.4596 -5.6748 -0.16 0.07 0.08 0.3883
C 2.2045 0.2143 -5.7481 -0.23 0.23 0.16 -0.6812
H 2.2280 -0.6706 -6.3749 0.10 0.08 0.04 0.4178
C 0.9651 0.7221 -5.3485 0.19 0.14 0.13 -0.1436
H 0.0461 0.2459 -5.6802 0.17 0.02 0.06 0.4134
H -0.4801 2.4344 -2.9918 -0.02 -0.01 -0.34 0.0906
H -0.4752 3.5059 -4.3735 0.01 -0.20 -0.02 0.5417
S -0.2890 0.7549 2.3906 -0.75 1.89 0.56 -0.3580
C -0.0135 0.1753 3.9011 0.00 -1.67 3.31 0.4531
N 0.0743 -0.2122 5.0196 0.02 0.93 -2.82 -0.6048
```
Positions in Å, forces in eV/Å.

Properties
- spin multiplicity = 6
- total charge = 0
- Kohn-Sham gap (spin up / spin down) (eV) = 8.1 / 6.4

***

A molecular structure, C33H34Cl2LaN7O9S at a distorted geometry, computed with the ωB97M-V functional and the def2-TZVPD basis.

```
87
Properties=species:S:1:pos:R:3:forces:R:3:mulliken_charge:R:1
La -0.6328 0.0045 0.1700 0.63 -1.64 -0.34 1.6122
C -0.5328 1.7430 -4.6297 0.12 0.05 0.07 -1.2610
C 0.1586 0.4856 -4.0793 -0.13 0.01 -0.07 -0.2205
C -0.7947 -0.4992 -3.3689 0.09 0.10 0.13 -2.0275
N -0.1977 -1.0196 -2.1534 0.27 -0.39 -0.49 0.3532
C 0.5465 -2.0800 -2.2062 -0.39 0.10 0.00 1.0306
C 0.8894 -2.7869 -3.4028 0.22 -0.04 -0.25 -0.8648
C 1.2928 -4.0934 -3.5862 -0.19 0.05 0.15 -0.5057
C 1.4424 -5.1163 -2.6546 0.00 -0.24 -0.03 -0.5485
C 1.4536 -4.9515 -1.2699 0.15 0.17 -0.18 -0.5923
C 1.4704 -3.7858 -0.5374 -0.09 -0.20 0.11 -0.4908
C 1.2502 -2.4340 -0.9327 0.47 0.31 0.03 0.4384
N 1.6073 -1.3765 -0.2483 -0.01 -0.28 -0.09 -0.0297
C 2.6854 -1.4545 0.7197 0.01 -0.04 0.14 -1.5654
C 2.3429 -0.7495 2.0296 0.07 0.17 -0.37 -0.1179
C 2.2082 0.7811 1.9377 0.12 -0.18 0.09 -0.5845
N 1.4208 1.2669 0.8139 0.61 0.63 0.11 0.8366
C 2.0118 1.9728 -0.1200 -0.03 0.10 0.41 0.6180
C 3.4185 2.0329 -0.3255 0.16 -0.23 -0.14 -0.7071
C 4.2123 2.9117 -1.0411 -0.16 0.17 0.09 -0.9163
C 3.8827 4.1308 -1.6123 0.20 0.07 -0.06 -0.6486
C 2.5918 4.6611 -1.6671 -0.01 -0.22 -0.08 -0.2860
C 1.3938 4.0302 -1.4486 0.01 0.34 0.18 -1.1681
C 1.0915 2.6861 -1.0522 -0.16 -0.18 -0.36 0.6409
N -0.0113 2.0697 -1.3638 0.32 0.12 -0.13 1.2306
C -0.9353 2.7319 -2.2822 0.12 0.19 -0.13 -1.7743
C -0.4001 2.9618 -3.7105 -0.11 -0.23 0.06 -0.4206
H -1.5957 1.5373 -4.8025 0.01 -0.03 -0.05 0.4068
H -0.0990 2.0045 -5.6006 -0.06 0.00 -0.02 0.3868
H 0.9095 0.7880 -3.3492 0.09 -0.04 -0.04 0.1509
H 0.6813 -0.0323 -4.8875 0.02 -0.02 0.03 0.7081
H -1.0875 -1.3028 -4.0553 -0.09 0.02 0.03 0.8537
H -1.7069 0.0259 -3.0756 -0.01 0.02 -0.05 0.4593
H 0.8182 -2.2026 -4.3127 -0.03 0.02 0.04 0.1501
H 1.4616 -4.3761 -4.6227 -0.04 0.01 -0.01 0.3291
H 1.5980 -6.1199 -3.0365 0.00 0.02 0.00 0.3015
H 1.5433 -5.8678 -0.6916 0.04 0.02 0.04 0.3278
H 1.6035 -3.9090 0.5319 -0.02 0.01 -0.01 0.2553
H 3.5550 -0.9652 0.2588 0.01 -0.05 0.00 0.1120
H 2.9861 -2.4847 0.9444 0.01 0.02 -0.04 0.8042
H 3.1111 -0.9726 2.7756 -0.03 -0.01 0.04 0.5119
H 1.4220 -1.1920 2.3847 0.02 -0.07 0.15 -0.2401
H 3.2051 1.2320 1.9536 -0.04 0.03 -0.01 0.7908
H 1.6966 1.1090 2.8485 0.04 0.03 0.00 -0.3019
H 3.9581 1.2041 0.1148 0.00 0.01 -0.01 0.0846
H 5.2635 2.6382 -1.0868 0.00 -0.01 0.00 0.3253
H 4.6891 4.7332 -2.0169 0.00 0.00 0.04 0.2933
H 2.5219 5.6951 -1.9947 -0.06 0.00 -0.01 0.3463
H 0.5138 4.6442 -1.6078 0.00 -0.03 -0.01 0.4815
H -1.2526 3.6938 -1.8584 -0.04 -0.05 0.01 0.4333
H -1.8254 2.1112 -2.3566 -0.07 0.07 0.05 0.5982
H 0.6478 3.2588 -3.6570 0.01 0.05 -0.05 0.3470
H -0.9562 3.7932 -4.1572 0.05 0.05 0.03 0.4586
Cl -5.1528 -6.2468 2.3759 -0.09 -0.11 0.05 -0.3029
C -4.0715 -5.0380 1.7098 0.00 0.02 0.03 0.2320
C -2.9669 -5.4564 0.9464 -0.10 0.10 0.05 -0.8648
C -2.1223 -4.5343 0.3997 0.11 0.04 -0.07 -0.6048
C -2.3155 -3.1198 0.5781 -0.38 -0.14 0.05 -0.3266
O -1.5659 -2.2835 0.0084 0.07 -0.29 -0.15 0.2887
C -3.4232 -2.7439 1.4159 0.27 -0.20 -0.17 1.6619
C -3.6347 -1.3718 1.7692 -0.10 0.24 -0.05 -0.9084
O -2.9540 -0.4130 1.4307 -0.38 -0.30 0.26 -0.4606
C -4.2921 -3.7120 1.9460 0.10 0.05 -0.03 -1.0256
H -2.8063 -6.5178 0.8017 0.04 0.01 -0.04 0.4203
H -1.2676 -4.8382 -0.1924 -0.01 0.00 -0.01 0.3709
H -4.5040 -1.1910 2.4304 -0.03 0.02 -0.03 0.1135
H -5.1344 -3.3922 2.5495 0.02 0.00 0.04 0.3825
O -3.9474 2.2847 0.2905 0.49 -0.32 -0.06 -0.8541
N -2.8827 1.7129 0.0894 -1.57 1.33 -0.16 0.7884
O -1.8525 2.0207 0.7486 -0.49 0.59 0.29 -0.5005
O -2.7716 0.8361 -0.7995 -0.22 0.19 -0.31 -0.4967
S 0.1884 5.0530 1.9800 0.04 0.05 -0.22 -0.4088
C -0.0584 4.0577 3.2794 -0.28 0.17 -0.12 0.0133
N -1.1276 3.1708 3.2761 0.51 -0.09 0.05 0.0908
C -1.4473 2.4389 4.3495 -0.21 0.00 0.20 -0.2197
C -0.7252 2.5516 5.5018 -0.02 0.00 0.02 -0.5438
C 0.4129 3.3717 5.4297 -0.12 0.07 -0.15 -0.1079
N 0.7340 4.0964 4.3906 0.13 -0.09 0.20 -0.5545
H -1.5487 2.9451 2.3668 -0.09 0.19 0.13 0.2295
H -2.2893 1.7682 4.2581 0.02 -0.03 -0.15 0.5939
H -0.9699 1.9796 6.3821 0.00 -0.07 -0.05 0.4051
H 1.0974 3.4277 6.2734 -0.02 -0.01 0.01 0.3962
O 0.1893 -0.8139 4.4883 0.15 0.02 -0.01 -0.7075
Cl -0.8332 -0.8174 3.4796 0.23 -0.40 1.87 1.7383
O -0.6506 -1.9245 2.5910 -0.03 -0.28 -0.36 -0.6597
O -2.1128 -0.8730 4.1232 -0.27 0.06 -0.02 -0.7436
O -0.7220 0.4058 2.7113 0.15 0.44 -0.09 -0.8401
```
Positions in Å, forces in eV/Å.

Properties
- total charge = -2
- Kohn-Sham gap (spin up / spin down) (eV) = 6.0 / 6.0

***

A molecular structure, C29H24Br2N7O2PrS4 at a distorted geometry, computed with the ωB97M-V functional and the def2-TZVPD basis.

```
69
Properties=species:S:1:pos:R:3:forces:R:3:mulliken_charge:R:1
Pr 0.5044 1.2360 0.0340 0.27 1.25 -0.58 0.4061
C -1.9426 -1.5935 3.2360 2.10 1.48 1.18 -1.5593
C -1.4907 -0.7643 2.0469 0.97 0.68 0.57 -0.0693
N -0.4476 0.0263 2.0439 -1.33 -0.50 1.06 0.7624
N 0.0690 0.4123 3.2843 -1.12 -1.08 -0.25 -0.4186
C 1.2712 0.9364 3.4151 2.67 0.85 0.00 0.4100
N 1.5765 1.4357 4.6560 -0.20 -0.76 -0.47 -0.3822
S 2.4211 1.0127 2.1938 -0.20 -0.19 0.16 -0.3575
C -2.2425 -0.8219 0.8008 -1.73 -0.75 -2.73 1.0892
C -3.3316 -1.7508 0.6191 2.65 0.67 1.14 -1.0351
C -3.8719 -1.9396 -0.6128 -0.85 0.25 -1.29 -0.4424
C -3.4576 -1.1324 -1.6834 -0.18 0.28 0.07 -0.7678
C -2.4961 -0.1656 -1.4457 0.27 -0.13 1.12 -0.1352
N -1.9066 -0.0121 -0.2370 0.27 -0.49 0.29 0.1363
H -1.3557 -1.1029 4.0786 -1.22 -0.97 -0.57 0.3863
H -1.4896 -2.6056 3.1967 -0.70 0.38 -0.30 0.2969
H -3.0076 -1.5519 3.4512 0.12 -0.23 -0.12 0.4508
H -0.5777 0.7182 3.9852 -0.74 0.03 0.08 0.4332
H 1.0241 1.0498 5.3972 -0.20 0.10 0.51 0.2025
H 2.5635 1.4966 4.8905 -0.32 0.18 -0.41 0.2763
H -3.5244 -2.4316 1.4263 -0.46 -0.08 0.21 0.4174
H -4.6623 -2.6836 -0.7350 0.32 0.20 -0.11 0.4222
H -3.8763 -1.1513 -2.6919 -0.01 -0.41 0.44 0.4227
H -2.1713 0.4991 -2.2457 0.03 -0.06 0.27 0.4172
Br -0.7257 4.1926 4.5147 0.02 -0.18 -0.17 -0.2128
C -1.1688 4.7695 2.7739 0.15 -1.50 -2.40 -0.2615
C -1.6302 6.0613 2.5888 -0.26 0.63 -0.48 -0.2984
C -2.0206 6.5319 1.3440 1.22 -0.06 -0.12 -0.2283
Br -2.4827 8.3745 1.1242 -0.04 -0.25 0.30 -0.2285
C -1.7707 5.7611 0.1661 -0.23 -0.99 1.93 0.8419
C -2.0013 6.2226 -1.1172 0.41 -0.14 -3.35 -0.6649
C -1.8507 5.3508 -2.2094 0.01 0.12 0.82 -0.9310
C -1.4337 4.0023 -1.9559 -1.13 1.76 -1.25 -0.1499
N -1.2410 3.5643 -0.7729 1.53 -1.00 2.81 -0.1297
C -1.3222 4.4016 0.3294 -1.09 1.25 -1.01 0.4859
C -1.0131 3.8833 1.6267 0.07 0.70 1.21 -0.1037
O -0.5826 2.6769 1.6929 0.53 -0.88 0.16 -0.1975
H -1.5945 6.7176 3.4438 -0.38 0.19 0.05 0.3992
H -2.1582 7.2931 -1.3304 -0.33 -0.74 0.34 0.2598
H -2.0537 5.6142 -3.2585 0.24 0.24 0.73 0.3740
H -1.3131 3.3163 -2.7842 0.09 -0.09 -0.06 0.4354
S 3.2852 2.2065 -0.7382 -1.07 0.27 0.43 -0.2152
C 2.7644 1.9792 -2.3407 1.02 0.32 -0.06 0.7182
S 1.2106 1.3706 -2.7270 -0.58 -0.28 -0.11 -0.4835
C 3.7000 2.1933 -3.4049 -0.76 -0.59 0.56 0.0133
C 4.5016 3.3138 -3.6039 2.65 3.46 0.71 0.0998
N 5.1672 4.2919 -3.7125 -2.01 -2.82 0.09 -0.6283
C 3.9296 1.1172 -4.2496 0.06 -1.69 -3.92 0.1966
N 4.1569 0.3501 -5.1213 -0.43 1.14 2.37 -0.6481
C 0.8047 -7.8506 -0.2098 -0.26 -1.75 1.76 -1.3767
C 1.2221 -6.4358 -0.3082 -0.51 1.37 -1.03 0.7184
C 0.6108 -5.4191 0.4383 0.03 -1.95 0.45 -0.5695
C 0.8766 -4.0941 0.2482 -0.34 1.21 1.06 -0.3135
C 1.7547 -3.7289 -0.7387 0.65 0.02 -0.64 0.6856
C 2.3864 -4.7080 -1.5330 0.20 1.13 0.04 -0.6670
C 2.1143 -6.0307 -1.3231 -0.78 0.02 1.32 -0.7970
S 2.1879 -2.0038 -0.9171 -1.20 0.76 -0.25 0.4256
C 2.1989 -1.9947 -2.7384 0.37 -0.12 0.73 -0.7552
O 0.9219 -1.2179 -0.4279 1.25 -0.77 -0.53 -0.1894
H 1.4411 -8.4109 0.5302 -0.74 0.63 -0.11 0.2867
H 1.0618 -8.4006 -1.0836 -0.06 -0.19 -1.12 0.3977
H -0.2896 -8.0785 0.0220 1.48 0.69 -0.19 0.3127
H -0.0375 -5.7472 1.2465 -0.16 0.21 -0.12 0.3624
H 0.4196 -3.3467 0.9382 0.43 -0.49 -0.88 0.2260
H 3.0993 -4.4435 -2.3221 -0.35 -0.01 0.43 0.2344
H 2.6155 -6.7425 -1.9166 0.36 -0.87 -0.65 0.4077
H 1.3866 -2.5569 -3.1317 -1.02 -0.20 -0.10 0.5166
H 3.0887 -2.4860 -3.0960 0.61 0.06 0.17 0.3903
H 2.2058 -0.9761 -3.0592 -0.05 0.68 -0.21 -0.1007
```
Positions in Å, forces in eV/Å.

Properties
- spin multiplicity = 3
- total charge = 0
- Kohn-Sham gap (spin up / spin down) (eV) = 4.2 / 4.2